Entry 1:
ORCA calculation (ωB97M-V/def2-TZVPD) on a molecular structure, C3H4N2 in a non-equilibrium geometry.

```
! RIJCOSX wB97M-V def2-TZVPD def2/J DEFGRID3
* xyz 0 1
C 1.07 -0.67 0.17
C -0.96 -0.57 0.21
H -0.19 0.79 -1.39
H -0.83 0.30 -1.40
H -1.26 1.34 0.95
H 2.10 -0.98 -0.05
N -0.61 0.55 0.96
C 0.62 0.74 0.36
N 0.06 -1.49 0.17
*
```

**E_tot**: -6148.9881 eV
**Strongest force on any atom**: 1.02 eV Å⁻¹
**E_HOMO**: -9.56 eV
**Relative energy (zero: lowest compared OMol25 entry of this formula, charge and spin)**: 159.4 kcal/mol
**Orbital gap**: 8.14 eV

Atom charges from the Mulliken analysis, given in e for atoms 1 to 4: 0.09, -0.11, 0.05, 0.10

***

Entry 2:
ORCA calculation (ωB97M-V/def2-TZVPD) on 12 unconnected molecules or ions with the total composition C38H54N2O30 in a non-equilibrium geometry.

```
! RIJCOSX wB97M-V def2-TZVPD def2/J DEFGRID3
* xyz 0 1
C -2.99 -2.10 -0.13
H -5.61 4.16 -3.88
C -1.41 4.70 -0.25
H -2.33 3.25 1.15
C 0.16 4.35 3.49
H -1.73 4.41 -1.25
C -0.06 -5.41 0.63
C -3.73 3.24 -3.10
H -1.03 7.06 4.53
H 2.09 1.46 -3.96
C 1.04 -5.27 -3.97
O -1.88 6.20 -4.26
C -4.23 1.12 1.85
H -0.51 0.67 -3.01
H 2.28 5.67 -4.78
O -0.83 4.93 4.16
H 1.61 -5.07 -4.87
N -5.12 2.09 -6.19
O 0.70 -8.01 -1.96
O 0.80 -2.18 -5.60
H -0.54 -4.76 -0.10
H 0.27 -4.51 -3.91
H -0.49 0.11 1.51
O -0.83 -6.62 0.58
H -0.23 1.64 -4.55
H -0.21 -2.07 -0.02
C -0.43 6.18 4.70
H 1.65 -1.36 1.64
C 0.93 6.41 4.04
O -0.45 4.60 -3.61
H 1.78 6.10 -3.09
H -2.91 1.16 -3.02
C 0.87 4.27 -3.94
O -3.66 -4.14 -0.92
H 0.93 1.00 1.85
O -0.32 -0.50 -4.58
H 0.88 7.08 3.17
C 5.37 -3.58 5.51
O 1.86 -0.44 -4.64
C 1.48 5.67 -4.04
C 0.32 1.35 -0.04
H -3.89 3.98 -2.31
H 0.72 -4.61 2.48
O 0.73 -6.63 -3.75
H 1.40 3.74 -3.15
H 4.98 -5.60 5.08
H -2.19 -0.38 3.76
O 3.15 -3.02 3.02
H -2.29 -1.72 0.61
H 6.90 -2.41 0.34
N 0.27 2.07 -0.93
O -4.34 1.88 2.94
O 1.74 -6.04 -1.86
C -0.77 5.82 -4.15
O 0.01 3.33 2.88
C -0.01 0.74 -3.97
H -2.45 2.02 3.83
O -1.34 -8.22 2.11
C 4.84 -1.54 0.57
H -0.25 6.00 5.77
O -2.14 7.40 1.67
H 4.21 -4.99 6.62
H -3.64 1.54 4.95
C 6.21 -1.97 1.05
C 3.78 -3.40 3.96
O -0.35 -6.31 2.73
C 1.02 -7.00 -2.50
H 0.99 -5.63 0.42
H -1.10 -4.49 2.39
H 6.10 -2.56 1.97
C -0.21 -5.02 2.08
C 5.76 0.11 1.78
H 5.22 -2.86 6.32
H 2.96 -4.98 -3.10
H -2.80 -4.01 0.91
C 0.47 0.40 1.06
O -2.40 -2.38 -1.39
O 6.77 -0.70 1.39
H -5.72 2.58 -3.20
O 5.91 1.18 2.28
H 4.84 -1.22 -0.48
O -2.99 -3.81 -3.04
H -2.54 2.26 -1.63
H -2.94 3.54 -3.79
C -3.27 1.97 -2.39
O -4.72 1.31 0.79
H 1.62 0.22 -2.71
H -3.51 4.11 0.24
H 0.98 3.67 -4.85
C -2.06 6.35 1.12
C -0.83 -7.18 1.83
C -3.04 -3.45 -1.93
H 4.04 -2.28 0.63
C 1.31 -0.86 0.74
H -4.48 -3.36 0.83
C 4.46 -4.79 5.58
C -3.19 -0.01 3.54
O 1.26 5.13 3.47
H 6.40 -3.93 5.57
C 0.80 -1.80 -0.34
C -5.07 3.21 -3.82
H -4.15 1.52 -1.91
C 1.92 -4.95 -2.75
O 0.36 6.42 -4.54
O 3.33 -4.31 4.85
C -2.52 4.22 0.69
O -2.36 5.19 1.71
H 1.41 -2.70 -0.38
C 1.49 0.58 -3.73
H -3.91 -0.63 4.06
C -5.11 2.59 -5.16
H 0.81 -1.35 -1.34
O -3.46 0.04 2.14
H -3.71 -1.28 -0.20
O -1.65 6.12 -0.15
H 1.69 -3.96 -2.35
C -3.53 -3.46 0.31
H -0.37 4.44 -0.07
C 0.79 -1.15 -5.00
H 2.24 -0.44 0.35
C -3.39 1.45 3.89
O 4.58 -0.41 1.40
O 5.02 -2.98 4.28
H 1.71 6.75 4.71
*
```

**E_tot**: -104685.7177 eV
**Strongest force on any atom**: 2.79 eV Å⁻¹
**SMILES string**: O=C1OCCO1.O=C1OCCO1.O=C1OCCO1.O=C1OCCO1.O=C1OCCO1.O=C1OCCO1.O=C1OCCO1.O=C1OCCO1.O=C1OCCO1.O=C1OCCO1.CCCC#N.CCCC#N
**E_HOMO**: -10.83 eV
**Relative energy (zero: lowest compared OMol25 entry of this formula, charge and spin)**: 34.6 kcal/mol
**Orbital gap**: 10.60 eV

Atom charges from the Mulliken analysis, given in e for atoms 1 to 4: 0.36, 0.46, 0.77, -0.31

***

Entry 3:
ORCA calculation (ωB97M-V/def2-TZVPD) on a molecular structure, C3HBr5 in a non-equilibrium geometry.

```
! RIJCOSX wB97M-V def2-TZVPD def2/J DEFGRID3
* xyz 0 1
H 1.48 -0.29 -0.46
Br 1.09 2.07 1.57
Br -1.83 -2.09 -0.20
C 0.11 1.44 0.08
Br -1.63 2.08 -0.11
C 0.42 0.07 -0.35
Br -0.25 0.09 -2.31
C -0.10 -1.44 0.07
Br 0.71 -1.93 1.72
*
```

**E_tot**: -353335.3996 eV
**Strongest force on any atom**: 4.24 eV Å⁻¹
**E_HOMO (spin up / spin down)**: -8.77 / -8.91 eV
**Relative energy (zero: lowest compared OMol25 entry of this formula, charge and spin)**: 40.7 kcal/mol
**Orbital gap (spin up / spin down)**: 7.50 / 7.35 eV

Atom charges from the Mulliken analysis, given in e for atoms 1 to 4: 0.55, -0.05, 0.02, 0.07

***

Entry 4:
ORCA calculation (ωB97M-V/def2-TZVPD) on N2O2 in the gas phase in a non-equilibrium geometry.

```
! RIJCOSX wB97M-V def2-TZVPD def2/J DEFGRID3
* xyz 0 1
O -0.72 0.36 1.38
N 0.11 -0.14 0.65
O 0.78 -0.28 -1.38
N -0.17 0.06 -0.65
*
```

**E_tot**: -7069.3349 eV
**Strongest force on any atom**: 6.48 eV Å⁻¹
**SMILES string**: O=NN=O
**E_HOMO**: -10.53 eV
**Relative energy (zero: lowest compared OMol25 entry of this formula, charge and spin)**: 35.2 kcal/mol
**Orbital gap**: 7.40 eV

Taken from the Mulliken analysis, the atomic charges in e are: -0.23, 0.23, -0.21, 0.21

***

Entry 5:
ORCA calculation (ωB97M-V/def2-TZVPD) on 3 unconnected molecules or ions with the total composition C3H12O2S in a non-equilibrium geometry.

```
! RIJCOSX wB97M-V def2-TZVPD def2/J DEFGRID3
* xyz 0 1
H 0.67 -0.23 -0.06
H 0.25 1.93 1.63
H 1.12 3.37 0.75
C 1.33 -0.21 -0.91
H -2.79 0.81 1.83
H 1.52 -1.22 -1.26
H -3.94 -4.15 -2.19
H 3.11 2.20 1.32
C 2.29 1.56 1.03
H 2.19 0.72 1.72
O -2.08 0.58 1.22
H -2.91 -5.23 -2.58
H 0.48 1.88 -0.01
C 0.94 2.31 0.87
O -3.68 -5.09 -2.01
H 0.92 0.40 -1.71
S 2.90 0.65 -0.46
H -2.31 -0.26 0.80
*
```

**E_tot**: -18235.1997 eV
**Strongest force on any atom**: 2.00 eV Å⁻¹
**SMILES string**: CCSC.O.O
**E_HOMO**: -8.22 eV
**Relative energy (zero: lowest compared OMol25 entry of this formula, charge and spin)**: 20.4 kcal/mol
**Orbital gap**: 8.52 eV

Atom charges from the Mulliken analysis, given in e for atoms 1 to 4: 0.17, 0.24, 0.34, -0.76

***

Entry 6:
ORCA calculation (ωB97M-V/def2-TZVPD) on a gas-phase ion, C15H25N2 (charge +1) in a non-equilibrium geometry.

```
! RIJCOSX wB97M-V def2-TZVPD def2/J DEFGRID3
* xyz 1 1
H -1.20 -2.50 3.29
H -2.01 -1.43 -3.06
H 0.53 5.40 -1.51
C -0.90 1.61 -0.95
C -0.07 -0.73 -0.52
C 0.64 3.28 -1.79
H -1.25 -3.39 -0.45
H 0.80 -1.30 -0.90
C 1.70 2.36 -1.73
H 0.67 -0.19 4.02
H 2.24 0.28 -1.35
H -2.41 0.06 -2.20
H 0.54 -1.79 4.72
C 0.47 -1.24 3.77
H 1.51 -2.89 2.86
H 1.61 -2.18 0.68
H 2.19 -0.57 1.17
H 2.71 2.67 -2.01
N 0.08 -0.74 0.96
N -1.26 -1.31 -1.09
H 0.27 0.24 1.21
H 0.27 4.87 -3.17
C -1.19 -1.02 1.78
H -0.20 -3.00 -1.86
C 0.85 4.68 -2.26
C 1.44 -1.35 1.38
C -0.65 2.89 -1.43
H -0.75 -0.21 -2.83
H -1.97 -3.04 -2.04
H -1.72 -0.05 1.76
H -1.92 1.29 -0.70
H 1.91 4.84 -2.49
H 2.54 -1.54 3.20
C 1.54 -1.80 2.83
C 1.45 1.05 -1.34
C -1.63 -0.68 -2.37
C 0.16 0.69 -0.93
C -0.94 -1.44 3.21
H -1.66 -0.93 3.85
H -1.75 -1.71 1.17
C -1.15 -2.77 -1.35
H -1.49 3.59 -1.53
*
```

**E_tot**: -18933.8166 eV
**Strongest force on any atom**: 2.55 eV Å⁻¹
**SMILES string**: Cc1ccc([C@H](N(C)C)[NH+]2CCCCC2)cc1
**E_HOMO**: -12.22 eV
**Relative energy (zero: lowest compared OMol25 entry of this formula, charge and spin)**: 0.0 kcal/mol
**Orbital gap**: 9.79 eV

Atom charges from the Mulliken analysis, given in e for atoms 1 to 4: 0.35, 0.43, 0.33, 0.00

***

Entry 7:
ORCA calculation (ωB97M-V/def2-TZVPD) on a molecular structure, C30H44LuN2O6P2 in a non-equilibrium geometry.

```
! RIJCOSX wB97M-V def2-TZVPD def2/J DEFGRID3
* xyz 1 1
C -4.12 0.60 -2.58
H 3.06 3.24 -3.02
H -2.24 -2.23 -0.78
C -1.35 3.66 2.09
C 0.57 -0.06 1.87
H 3.25 -1.34 1.34
O -1.13 1.97 -0.23
H -1.90 -0.96 -6.50
H -1.50 -1.59 -4.26
H -0.58 3.60 -4.45
H -3.09 -1.26 0.44
H -2.37 -2.82 0.89
H -0.07 5.15 4.91
H -3.19 0.31 -4.94
C -1.43 0.00 -6.19
H -4.84 -0.22 -2.54
H 1.67 -0.02 3.72
C -1.64 1.79 -4.42
C 1.64 0.91 -4.39
C -2.11 0.54 -5.02
C -2.22 -1.92 0.27
H 1.48 2.52 -5.77
N -2.57 4.58 4.02
H -0.36 0.58 -3.48
Lu 0.21 0.66 -1.53
H 4.61 2.34 -2.92
H 4.80 -0.31 -2.38
P 2.70 0.82 -2.82
C 1.19 0.66 3.00
H 0.59 0.53 -6.68
C 3.58 2.39 -2.55
O 2.38 5.11 5.08
O 3.39 4.01 3.46
C -2.35 -1.61 -3.56
C 1.08 3.81 1.98
C 0.33 -1.43 0.02
C 0.69 -2.38 -1.07
C -0.96 -1.24 0.63
H 4.48 -0.28 -4.14
H 2.00 3.60 1.44
H -3.30 -1.66 -4.11
H -0.20 -2.74 -1.61
C 4.01 -0.41 -3.15
C -1.29 1.20 -3.09
P -2.46 -0.11 -2.54
C -1.87 0.09 2.65
H -2.50 2.48 -4.31
C 2.75 -0.64 0.65
O 1.06 2.32 -0.37
H -1.92 1.20 2.66
C -0.81 -0.37 1.73
H 1.46 3.04 -4.13
H -4.30 1.24 -3.46
C 0.11 -0.22 -6.01
H -1.59 0.71 -7.04
H 0.83 -1.18 -4.18
H 0.44 1.25 3.55
O -3.62 4.16 3.48
H -1.13 2.01 -2.32
H 2.53 0.76 -5.02
C -0.48 2.64 -4.97
H -4.23 1.22 -1.67
H 1.97 1.36 2.65
C 0.60 -0.17 -4.55
C -0.08 2.60 0.20
N 2.36 4.52 3.97
H 3.62 -1.43 -3.09
H 1.19 -3.27 -0.64
H 0.38 -1.16 -6.54
C 1.11 4.40 3.26
C -0.13 3.43 1.41
H -2.26 -2.47 -2.89
H 3.58 2.55 -1.47
C -1.32 4.34 3.33
C 1.04 2.28 -4.79
H -2.29 3.36 1.66
H -0.71 2.85 -6.03
H 1.40 -1.96 -1.81
H -1.68 -0.24 3.68
O -2.57 5.20 5.11
C -0.09 4.69 3.93
H -2.85 -0.28 2.35
C 1.28 -0.68 0.81
H 3.14 0.36 0.87
H 3.07 -0.91 -0.36
*
```

**E_tot**: -99271.0900 eV
**Strongest force on any atom**: 6.33 eV Å⁻¹
**E_HOMO (spin up / spin down)**: -9.07 / -9.08 eV
**Relative energy (zero: lowest compared OMol25 entry of this formula, charge and spin)**: 3.2 kcal/mol
**Orbital gap (spin up / spin down)**: 4.16 / 5.67 eV

Atom charges from the Mulliken analysis, given in e for atoms 1 to 4: -1.45, 0.39, 0.20, -0.22

***

Entry 8:
ORCA calculation (ωB97M-V/def2-TZVPD) on C20H28N4O4 in the gas phase.

```
! RIJCOSX wB97M-V def2-TZVPD def2/J DEFGRID3
* xyz 0 1
O 0.49 -1.53 0.53
N 0.90 2.29 -0.53
H 6.71 2.33 0.94
H -1.20 -1.68 1.26
H -4.57 3.06 -1.09
C 5.06 -1.42 0.08
C 0.58 -0.35 0.22
C 4.98 -2.47 -0.82
C -4.59 0.91 -1.04
H -3.50 0.93 -1.15
C 2.76 -1.83 -1.42
H -7.26 0.27 -1.69
C -0.48 0.61 0.43
C -4.22 -1.42 -0.46
H -3.10 -2.05 2.77
O 2.97 1.81 -1.29
H 4.77 1.79 2.34
C -5.03 2.27 -0.49
H -8.25 -0.78 -0.67
H -4.79 -2.03 -1.18
C -3.23 -1.44 1.87
C 5.91 1.73 0.50
H -6.65 0.56 0.69
H 5.96 -1.29 0.65
H -6.91 -1.46 -1.60
H -2.45 0.98 1.12
C 2.83 -0.77 -0.53
H -3.31 -3.11 0.49
N -4.90 -0.18 -0.12
C 3.98 -0.56 0.24
C -1.68 0.22 1.00
C -3.94 -2.27 0.78
C -7.24 -0.59 -1.03
H -3.85 -0.57 2.10
H 1.04 3.26 -0.82
H 5.73 0.30 2.13
C 5.12 1.05 1.61
H -4.86 -2.66 1.20
N -1.94 -0.99 1.42
O -1.18 2.86 0.16
N 1.73 0.13 -0.38
C -0.33 2.00 0.04
H 5.25 2.37 -0.07
O 3.92 0.47 1.13
H -6.41 -1.17 0.87
H 5.82 -3.14 -0.92
H -5.02 0.75 -2.04
H 1.86 -1.97 -2.00
H -6.11 2.39 -0.54
H -3.27 -1.17 -0.93
C 3.83 -2.69 -1.56
H 3.78 -3.51 -2.26
C -6.31 -0.34 0.17
C 1.95 1.44 -0.76
H 6.35 1.00 -0.17
H -4.70 2.38 0.54
*
```

**E_tot**: -35346.6622 eV
**Strongest force on any atom**: 0.68 eV Å⁻¹
**SMILES string**: CCOc1ccccc1N1C(=O)NC(=O)/C(=C/NCCCN(CC)CC)C1=O
**E_HOMO**: -8.47 eV
**Relative energy (zero: lowest compared OMol25 entry of this formula, charge and spin)**: 10.7 kcal/mol
**Orbital gap**: 9.04 eV

Atom charges from the Mulliken analysis, given in e for atoms 1 to 4: -0.83, -0.02, 0.41, 0.30

***

Entry 9:
ORCA calculation (ωB97M-V/def2-TZVPD) on 2 unconnected molecules or ions with the total composition C4H10NS in a non-equilibrium geometry.

```
! RIJCOSX wB97M-V def2-TZVPD def2/J DEFGRID3
* xyz 1 1
C -1.12 1.79 -0.22
H 0.62 -2.72 -1.90
H 0.82 1.46 0.53
N -0.04 0.95 0.31
H -0.94 2.86 -0.26
S 1.44 -1.70 -1.65
H 2.22 -1.29 0.56
H -2.13 1.51 0.07
H 0.20 -0.06 2.17
H -1.16 -0.66 1.09
C -0.21 -0.17 1.18
H 0.98 -2.65 0.54
H 0.36 1.29 -1.81
C -0.37 0.89 -1.12
C 1.43 -1.81 0.04
H -0.85 -0.02 -1.44
*
```

**E_tot**: -16624.6134 eV
**Strongest force on any atom**: 2.42 eV Å⁻¹
**E_HOMO (spin up / spin down)**: -12.46 / -11.73 eV
**Relative energy (zero: lowest compared OMol25 entry of this formula, charge and spin)**: 100.4 kcal/mol
**Orbital gap (spin up / spin down)**: 8.54 / 7.46 eV

Atom charges from the Mulliken analysis, given in e for atoms 1 to 4: -0.36, 0.19, 0.34, 0.12

***

Entry 10:
ORCA calculation (ωB97M-V/def2-TZVPD) on a molecular structure, C20H38AlN2O8S in a non-equilibrium geometry.

```
! RIJCOSX wB97M-V def2-TZVPD def2/J DEFGRID3
* xyz -1 1
C 2.97 -2.81 -3.38
C 0.40 0.78 -0.16
H 0.54 3.80 6.83
H -0.58 -0.71 1.16
H -1.58 2.38 3.64
C 4.01 -3.53 -2.52
C 0.62 1.77 0.97
C -8.07 -3.57 -1.59
C 0.19 4.69 6.31
H 0.40 -3.88 -2.02
N 2.86 1.93 -1.71
O 5.61 -1.86 -1.87
C 4.56 -2.68 -1.39
H -1.98 5.40 4.01
O -7.16 -0.35 -1.00
H 0.97 -2.08 -3.37
C -0.69 -0.22 0.17
C 3.13 3.82 -2.66
H 3.37 4.57 -3.39
C 1.13 -3.20 -1.57
H -6.15 -4.22 -2.40
H 6.88 -0.46 -1.11
N 3.21 2.55 -2.89
O 2.75 4.11 -1.41
H -0.09 -3.12 0.21
H 0.77 1.24 1.91
H -8.47 -3.59 -2.61
S 2.14 2.80 0.82
Al -2.92 -0.45 -1.20
H -1.76 3.16 5.20
H 1.62 4.53 4.71
O -1.99 0.30 0.16
O 0.02 3.46 4.18
C 6.50 -1.45 -0.87
C -6.56 -3.65 -1.56
H 4.84 -3.85 -3.16
H -2.75 0.44 -2.55
H -1.79 4.55 2.47
C 0.41 -2.42 -0.46
H -0.22 2.46 1.06
H 6.02 -1.38 0.11
C -1.39 3.30 4.18
H 0.22 5.51 4.31
H -8.56 -4.34 -1.00
C -7.18 -1.52 -1.21
H 3.78 -2.09 -0.91
H 7.34 -2.14 -0.79
H -3.20 4.24 3.50
C 2.59 2.86 -0.85
H -4.43 -0.65 -0.81
O -8.31 -2.28 -1.03
H -6.18 -4.06 -0.63
H 1.20 -1.94 0.14
H 4.98 -3.35 -0.63
H 2.68 -3.46 -4.21
C 0.54 4.60 4.83
C -0.60 -1.39 -0.91
H 1.87 -3.83 -1.08
H 3.57 -4.43 -2.10
H 1.98 -1.30 -2.18
H 0.15 1.32 -1.07
C -2.13 4.44 3.50
H -0.89 4.76 6.47
H -0.33 -0.84 -1.83
C 1.75 -2.27 -2.62
O -1.87 -1.93 -1.12
H 3.47 -1.95 -3.83
H 1.33 0.23 -0.30
O -6.16 -2.29 -1.66
H 0.66 5.57 6.75
*
```

**E_tot**: -58149.8690 eV
**Strongest force on any atom**: 1.73 eV Å⁻¹
**E_HOMO**: -4.74 eV
**Orbital gap**: 7.25 eV

Atom charges from the Mulliken analysis, given in e for atoms 1 to 4: -1.13, -0.43, 0.29, 0.31

***

Entry 11:
ORCA calculation (ωB97M-V/def2-TZVPD) on CH3N2O2P in the gas phase in a non-equilibrium geometry.

```
! RIJCOSX wB97M-V def2-TZVPD def2/J DEFGRID3
* xyz 0 1
O -2.42 0.50 0.51
N -0.43 -1.36 0.01
N 2.18 0.55 0.54
H -0.83 -1.85 0.87
C 1.21 0.93 -0.02
O 0.16 1.13 -0.50
H 3.16 0.56 0.63
P -1.46 -0.26 -0.32
H -1.58 -0.20 -1.73
*
```

**E_tot**: -17448.7731 eV
**Strongest force on any atom**: 2.72 eV Å⁻¹
**E_HOMO**: -9.82 eV
**Relative energy (zero: lowest compared OMol25 entry of this formula, charge and spin)**: 45.7 kcal/mol
**Orbital gap**: 10.37 eV

Atom charges from the Mulliken analysis, given in e for atoms 1 to 4: -0.59, -0.65, -0.26, 0.24

***

Entry 12:
ORCA calculation (ωB97M-V/def2-TZVPD) on a molecular structure, C10H16Cl3IMoO in a non-equilibrium geometry.

```
! RIJCOSX wB97M-V def2-TZVPD def2/J DEFGRID3
* xyz -2 3
C -2.89 -0.35 -0.74
H -3.36 0.59 -0.45
H -0.28 -3.53 0.13
H -3.10 -0.53 -1.80
H 2.85 0.90 -0.18
C 1.95 -1.91 -0.19
H -1.29 2.17 -2.12
O 2.77 3.73 1.32
Cl -0.28 2.28 2.08
H -0.27 2.94 -0.88
C -1.04 2.19 -1.05
H 2.15 -2.32 -1.19
Mo -0.25 -0.02 1.48
I 2.22 0.28 2.59
C -1.05 -2.87 -0.25
C -1.42 -0.31 -0.48
C 0.78 0.42 -0.46
C -0.58 0.84 -0.61
H -1.94 -2.97 0.39
H -1.95 2.48 -0.51
H 1.80 2.30 -0.32
H 2.19 1.34 -1.76
H 3.46 4.11 1.90
H 1.75 -2.75 0.47
H -1.33 -3.18 -1.26
Cl -2.50 -0.02 2.35
H 2.85 -1.40 0.15
C -0.59 -1.45 -0.26
C 0.78 -1.00 -0.23
Cl -0.06 -2.06 2.73
C 1.97 1.28 -0.69
H -3.36 -1.16 -0.16
*
```

**<S²>**: 2.02
**E_tot**: -60204.5105 eV
**Strongest force on any atom**: 2.77 eV Å⁻¹
**E_HOMO (spin up / spin down)**: 0.33 / 0.34 eV
**Orbital gap (spin up / spin down)**: 4.78 / 4.75 eV

Atom charges from the Mulliken analysis, given in e for atoms 1 to 4: -1.56, 0.36, 0.34, 0.34